Record 1
Computed, not measured: a 2-piece molecular cluster, C4H14N2 overall, with the ωB97M-V functional and the def2-TZVPD basis.

E_LUMO = 0.979 eV
2S+1 = 1
Charge = 0
HOMO = -9.4 eV
ΔE to the lowest compared entry with this formula, charge and spin = 87.95 kJ/mol
SMILES string = CCC.NCN
E_tot = -7354.205 eV

Structure (XYZ):
```
20
C4H14N2 | OMol25 | the ωB97M-V functional and the def2-TZVPD basis
C -1.550 2.091 -2.182
C -1.278 0.931 -1.316
C -0.917 -0.432 -1.951
H -2.523 2.122 -2.683
H -1.591 3.069 -1.699
H -0.794 2.286 -2.958
H -0.574 1.162 -0.504
H -2.171 0.663 -0.731
H -0.670 -1.238 -1.264
H -0.134 -0.476 -2.710
H -1.868 -0.647 -2.462
N 1.593 -1.630 1.069
C 1.041 -0.986 2.260
N 1.844 -1.124 3.538
H 1.918 -0.835 0.551
H 2.216 -2.419 1.141
H 0.056 -1.392 2.484
H 1.095 0.080 2.037
H 2.811 -0.904 3.333
H 1.495 -0.321 4.047
```


Record 2
Computed, not measured: C4H12CsO2 as an isolated structure, with the ωB97M-V functional and the def2-TZVPD basis.

E_LUMO = -3.494 eV
2S+1 = 1
Charge = +1
HOMO = -13.7 eV
ΔE to the lowest compared entry with this formula, charge and spin = 57.71 kJ/mol
E_tot = -8979.810 eV

Structure (XYZ):
```
19
C4H12CsO2 | OMol25 | the ωB97M-V functional and the def2-TZVPD basis
Cs -2.230 0.679 -2.134
C 2.651 -0.256 -0.463
C 2.338 0.746 -1.555
O 1.065 0.395 -2.102
H 2.762 -1.257 -0.872
H 1.889 -0.257 0.317
H 3.580 0.033 0.033
H 3.136 0.734 -2.303
H 2.315 1.776 -1.185
H 0.658 1.063 -2.652
C -1.327 0.284 1.536
C -2.538 -0.634 1.618
O -2.581 -1.300 0.363
H -0.354 -0.207 1.514
H -1.211 0.918 2.420
H -1.460 0.896 0.644
H -3.451 -0.095 1.889
H -2.423 -1.290 2.488
H -2.819 -2.228 0.443
```